C3H3F2O2 | ωB97M-V/def2-TZVPD

2S+1: 1
HOMO energy, eV: -2.43
LUMO, eV: 4.0
Total charge: -1
Orbital gap, eV: 6.40
Energy above the lowest of the compared OMol25 structures with the same formula, charge and spin, eV: 2.0230

Last column: natural (NBO) charge in e.
CARTESIAN COORDINATES (ANGSTROEM)
F  0.18262  -2.12009  -0.47618  -0.482
F  0.13940  -0.85324  1.46377  -0.476
O  -2.76900  0.78924  -0.82171  -0.582
O  -1.67476  1.36947  1.06596  -0.576
C  0.05067  -0.70702  -0.01173  0.253
C  1.32227  0.04714  -0.35877  -0.741
C  -2.12211  0.89086  0.11534  1.017
H  2.10005  -0.41825  0.26698  0.172
H  1.17342  0.90285  0.17572  0.214
H  1.59744  0.09905  -1.41938  0.200


C3H3F3 | ωB97M-V/def2-TZVPD

2S+1: 1
HOMO energy, eV: -10.27
SMILES string: F/C=C/C(F)F
LUMO, eV: 0.4
Orbital gap, eV: 10.72
Energy above the lowest of the compared OMol25 structures with the same formula, charge and spin, eV: 2.1248

Last column: natural (NBO) charge in e.
CARTESIAN COORDINATES (ANGSTROEM)
F  2.50955  0.53863  1.03411  -0.350
F  -2.12588  -0.19728  0.30063  -0.340
F  -0.97458  -0.14428  -1.67599  -0.329
C  1.46664  -0.12671  0.36331  0.235
C  0.11408  0.39552  0.46574  -0.360
C  -0.91269  -0.40111  -0.35370  0.528
H  1.99090  -1.06329  -0.32678  0.224
H  -0.24479  1.47899  0.81231  0.261
H  -0.43606  -1.39558  -0.26631  0.131


C3H3F3KO5S | ωB97M-V/def2-TZVPD

2S+1: 1
HOMO energy, eV: -6.46
LUMO, eV: 2.7
Total charge: -1
Orbital gap, eV: 9.21

Last column: natural (NBO) charge in e.
CARTESIAN COORDINATES (ANGSTROEM)
K  0.61342  0.58634  1.01590  0.955
S  3.34770  0.69064  -0.00045  2.405
F  -3.39387  1.10948  3.94893  -0.334
F  -4.05088  1.72010  1.97558  -0.327
F  -2.63668  2.95368  3.06746  -0.339
O  -0.84095  0.71652  3.00498  -0.755
O  3.88634  0.61162  -1.34335  -1.010
O  -1.84555  0.66772  0.95639  -0.747
O  2.50154  1.86715  0.24963  -1.071
O  2.70238  -0.54692  0.46800  -1.069
C  -1.77430  0.92051  2.18373  0.650
C  4.72511  0.91152  1.01850  -0.917
C  -2.98877  1.67291  2.79180  0.876
H  5.43178  0.09936  0.83145  0.229
H  4.40943  0.90424  2.06515  0.224
H  5.20010  1.86872  0.78830  0.230


C3H3F3N2O2S | ωB97M-V/def2-TZVPD

2S+1: 1
HOMO energy (spin up / spin down), eV: -8.34 / -8.47
LUMO (spin up / spin down), eV: -0.4 / -0.4
Orbital gap (spin up / spin down), eV: 7.89 / 8.06
Energy above the lowest of the compared OMol25 structures with the same formula, charge and spin, eV: 3.2573

Last column: natural (NBO) charge in e.
CARTESIAN COORDINATES (ANGSTROEM)
S  -0.35659  1.09531  -1.27798  0.167
F  -1.07960  1.80668  1.90040  -0.291
F  0.86419  1.06235  1.61879  -0.318
F  -0.66683  -0.10797  2.51390  -0.331
O  1.36390  0.24289  -2.98664  -0.500
O  -2.23481  -0.17765  0.16536  -0.647
N  1.34734  -0.87251  -0.98130  -0.481
N  0.46347  -1.48641  -0.19625  -0.444
C  0.97681  0.06261  -1.90196  0.554
C  -0.91895  0.24132  0.14418  0.121
C  -0.42779  0.79059  1.55203  0.922
H  -2.55895  -0.12398  -0.68433  0.490
H  2.35717  -0.87729  -0.72504  0.406
H  0.87063  -1.65595  0.85884  0.353